[1]
Molecular formula: C5H11NO
Method: DFT, ωB97M-V with the def2-TZVPD basis set

```
18
Properties=species:S:1:pos:R:3:forces:R:3
C -0.94119 0.36942 -0.09557 1.021 -0.018 2.060
C 0.94098 -0.72413 -0.89830 6.332 -4.154 -0.362
C -0.61423 1.84815 -0.07670 -0.269 0.012 0.068
C -1.86021 -0.07855 1.01986 -0.193 0.227 -0.011
C 0.78928 -0.47391 0.46198 -5.242 2.527 -1.515
N 2.45361 -1.78994 -0.88707 -1.403 0.939 -0.969
O 1.13763 -0.47664 1.57105 0.625 -0.296 0.452
H -1.36977 0.08910 -1.06029 0.471 -0.307 -0.036
H 3.29696 -1.21689 -0.87571 -0.323 0.105 0.064
H 2.48532 -2.34856 -0.03274 -0.317 0.372 -0.091
H 0.28625 -1.44343 -1.37437 -0.226 0.434 0.237
H 1.32859 0.10575 -1.48063 -0.565 0.113 0.086
H 0.01383 2.13263 -0.92298 0.061 0.044 0.027
H -2.83892 0.40703 0.94645 -0.056 -0.017 0.010
H -0.10645 2.12393 0.85078 0.018 0.022 -0.023
H -1.52600 2.45197 -0.13670 0.011 0.053 -0.006
H -1.45088 0.18145 1.99876 0.072 -0.047 -0.024
H -2.02480 -1.15735 0.99219 -0.018 -0.010 0.031
```
Forces are in eV/Å.

Calculated values
Strongest force on any atom, hartree/bohr: 0.147
Charge: 0
HOMO, eV: -7.7



[2]
Molecular formula: C6H12N2
Method: DFT, ωB97M-V with the def2-TZVPD basis set

```
20
Properties=species:S:1:pos:R:3:forces:R:3
C -0.39824 1.43040 0.41647 0.375 -2.719 -0.837
C -1.09561 0.44208 -0.08475 1.947 -2.279 -2.026
C 0.99207 1.06740 0.79122 0.350 -0.447 2.884
C -2.45719 0.11507 -0.59560 -1.036 -0.577 0.728
C -0.28856 -1.86023 0.79460 4.577 0.921 2.452
C 2.10445 0.14648 -1.13023 -0.682 1.250 -1.227
N 0.21789 -0.97151 -0.27598 -2.656 3.597 0.909
N 1.32024 -0.14655 0.06094 1.134 -1.407 -0.265
H -0.69213 2.39164 0.51414 -1.299 2.867 0.594
H 1.73118 1.89667 0.80729 -0.239 -0.664 -1.076
H 0.99219 0.89632 1.95024 -0.185 -0.207 -1.676
H -2.49771 -1.03484 -0.73542 -0.412 1.820 0.884
H -2.77880 0.43210 -1.63492 0.776 0.364 1.269
H -3.15650 0.58072 0.23831 0.736 -1.450 -1.988
H 0.53196 -2.70065 1.04685 -2.085 1.395 -1.039
H -0.29924 -1.27908 1.79754 -0.623 -0.947 -1.363
H -1.22335 -2.17805 0.44146 -1.149 -0.911 0.072
H 2.51249 -0.66805 -1.73572 -0.506 -0.548 0.727
H 1.50843 0.76975 -1.91251 0.882 -0.547 1.295
H 2.97641 0.67034 -0.75394 0.095 0.491 -0.318
```
Forces are in eV/Å.

Calculated values
Strongest force on any atom, hartree/bohr: 0.103
Charge: 0
HOMO, eV: -8.2



[3]
Molecular formula: C5H10O2
Method: DFT, ωB97M-V with the def2-TZVPD basis set

```
17
Properties=species:S:1:pos:R:3:forces:R:3
C -0.82378 0.06179 2.33597 -1.597 0.113 -2.416
C 0.24921 0.92260 1.68770 2.575 0.064 -1.770
C 1.24918 0.00593 0.83969 -1.155 -1.497 1.330
C 0.41260 -0.93602 -0.13738 2.599 -0.135 -1.650
C -0.22407 -0.32639 -1.34067 -0.788 3.567 1.556
O -1.41093 -0.09096 -1.34681 -0.311 -0.895 -0.769
O 0.54973 0.29371 -2.31933 -1.804 -1.849 -0.065
H -1.20298 0.72633 3.11348 -0.749 -0.838 0.176
H -1.59565 -0.15709 1.45759 1.017 0.685 2.214
H -0.54738 -0.97346 2.65641 0.304 1.175 0.186
H -0.05871 1.71644 0.93605 -0.596 -1.039 0.987
H 0.83919 1.53820 2.41218 -0.312 -0.813 -0.276
H 1.92199 0.56092 0.21876 0.539 0.478 -0.070
H 1.85244 -0.66323 1.59226 -1.071 1.112 -1.598
H -0.34450 -1.50344 0.34088 -0.467 -0.507 0.488
H 1.06584 -1.60038 -0.75257 0.361 -0.317 1.410
H -0.21952 0.36614 -2.95788 1.454 0.695 0.267
```
Forces are in eV/Å.

Calculated values
Strongest force on any atom, hartree/bohr: 0.077
Charge: 0
HOMO, eV: -10.3
SMILES: CCCCC(=O)O



Quick rundown of LUMO energy, same order as above: 0.7069 0.9620 0.8366 eV
Quick rundown of ΔE to the lowest compared entry with this formula, charge and spin, same order as above: 105.8 110.4 39.2 kcal per mole